i | The molecule C2H5N3O, computed with ωB97M-V/def2-TZVPD.

Its spin multiplicity is 1. The lowest unoccupied orbital energy comes out at 0.0180 Eh. The HOMO-LUMO gap is 9.757 eV. The SMILES is [H]/N=C(/N)ON=C.

Last columns: bonded neighbours and bond lengths (Å).
Atoms and positions in Å:
1 C -0.11542 -0.61332 -0.74737  N8 1.371, N9 1.275, O11 1.447
2 C 0.08674 1.69902 1.63807  H6 1.132, H7 1.087, N10 1.366
3 H 1.30034 -1.47366 -1.31523  N8 1.023
4 H 1.62961 -0.86080 0.47012  N8 1.119
5 H -1.78954 -0.85316 -1.11587  N9 1.076
6 H 0.84633 2.15358 2.34372  C2 1.132
7 H -0.93505 1.87240 1.96453  C2 1.087
8 N 1.23525 -0.77323 -0.57290  C1 1.371, H3 1.023, H4 1.119
9 N -0.89345 -1.36433 -1.42204  C1 1.275, H5 1.076
10 N 0.43369 0.80459 0.66596  C2 1.366, O11 1.421
11 O -0.78851 0.24729 0.20143  C1 1.447, N10 1.421

ii | The molecule C2H5N3O, computed with ωB97M-V/def2-TZVPD.

Its spin multiplicity is 1. The lowest unoccupied orbital energy comes out at 0.0312 Eh. The HOMO-LUMO gap is 10.245 eV. The SMILES is [H]/N=C(/N)C(N)=O.

Last columns: bonded neighbours and bond lengths (Å).
Atoms and positions in Å:
1 C -0.27828 0.53729 0.28096  C2 1.445, N8 1.291, N9 1.281
2 C 0.43874 -0.67517 -0.04269  C1 1.445, N10 1.334, O11 1.241
3 H -0.30825 2.14599 1.68672  N8 1.107
4 H 0.98256 1.17042 1.92932  N8 1.080
5 H -1.92441 0.07331 -0.74351  N9 1.008
6 H 0.92063 -2.02529 -1.58142  N10 1.031
7 H -0.13436 -0.78319 -1.99253  N10 1.001
8 N 0.22418 1.32094 1.17559  C1 1.291, H3 1.107, H4 1.080
9 N -1.44794 0.76691 -0.18843  C1 1.281, H5 1.008
10 N 0.49231 -1.13296 -1.29435  C2 1.334, H6 1.031, H7 1.001
11 O 1.03481 -1.39822 0.77033  C2 1.241

Most stable pick: ii. Distance to second place: 3.662 eV.

i | A cluster of 2 separate species, C8H10O in total, computed with ωB97M-V/def2-TZVPD.

Its spin multiplicity is 1. The lowest unoccupied orbital energy comes out at 0.0330 Eh. The HOMO-LUMO gap is 9.439 eV.

Last columns: bonded neighbours and bond lengths (Å).
Atoms and positions in Å:
1 C 1.93276 -2.10210 0.68004  O9 1.187, H10 1.126
2 C -0.38202 0.79637 -1.46174  C5 1.537, C6 1.517, H11 1.140, H12 1.133
3 C -1.55251 0.49962 0.62808  C5 1.574, C7 1.541, H13 1.026, H14 1.092
4 C 0.83100 0.97011 0.62100  C5 1.525, C8 1.475, H15 1.067, H16 1.143
5 C -0.46407 1.40912 -0.05447  C2 1.537, C3 1.574, C4 1.525, H17 1.038
6 C -0.08337 -0.61406 -0.99097  C2 1.517, C7 1.481, C8 1.490, H18 1.030
7 C -0.83618 -0.81648 0.26883  C3 1.541, C6 1.481, C8 1.518, H19 1.100
8 C 0.63818 -0.45718 0.30318  C4 1.475, C6 1.490, C7 1.518
9 O 3.06925 -2.04358 1.01930  C1 1.187
10 H 1.15066 -2.86077 0.39810  C1 1.126
11 H -1.29761 0.97740 -2.11567  C2 1.140
12 H 0.38650 1.13533 -2.22198  C2 1.133
13 H -1.63345 0.71996 1.62654  C3 1.026
14 H -2.55166 0.66470 0.21900  C3 1.092
15 H 1.76601 1.40898 0.35196  C4 1.067
16 H 0.93718 1.19673 1.73580  C4 1.143
17 H -0.76741 2.39874 -0.12634  C5 1.038
18 H 0.06300 -1.49427 -1.50578  C6 1.030
19 H -1.20625 -1.78862 0.62511  C7 1.100

ii | The molecule C8H10O, computed with ωB97M-V/def2-TZVPD.

Its spin multiplicity is 1. The lowest unoccupied orbital energy comes out at 0.0318 Eh. The HOMO-LUMO gap is 9.528 eV. The SMILES is CCc1cccc(O)c1.

Last columns: bonded neighbours and bond lengths (Å).
Atoms and positions in Å:
1 C 2.21894 -0.50810 -1.45344  C2 1.502, H9 0.878, H10 1.080, H11 1.197
2 C 0.77329 -0.19917 -1.72140  C1 1.502, C3 1.563, H12 1.150, H13 1.202
3 C 0.00561 -0.14876 -0.36084  C2 1.563, C4 1.350, C8 1.381
4 C 0.13342 -1.07917 0.60942  C3 1.350, C5 1.361, H14 1.276
5 C -0.58790 -1.02304 1.76215  C4 1.361, C6 1.417, H15 1.201
6 C -1.36193 0.10897 2.11775  C5 1.417, C7 1.445, H16 0.897
7 C -1.53466 1.07647 1.05851  C6 1.445, C8 1.420, O19 1.385
8 C -0.82911 0.93356 -0.16575  C3 1.381, C7 1.420, H18 1.175
9 H 2.48947 -1.22039 -1.01801  C1 0.878
10 H 2.69449 -0.67453 -2.40912  C1 1.080
11 H 2.47815 0.48055 -0.83134  C1 1.197
12 H 0.79431 0.82662 -2.24106  C2 1.150
13 H 0.16519 -1.12710 -2.18461  C2 1.202
14 H 0.61776 -2.18722 0.20353  C4 1.276
15 H -0.52483 -1.80009 2.67602  C5 1.201
16 H -1.85282 -0.10866 2.83597  C6 0.897
17 H -2.31806 2.67067 0.70732  O19 0.810
18 H -0.95518 1.85390 -0.88513  C8 1.175
19 O -2.40612 2.12549 1.30003  C7 1.385, H17 0.810

Most stable pick: i. Distance to second place: 1.096 eV.